# 1
DFT (ωB97M-V/def2-TZVPD) results for the molecule C3H4N2O2 at a distorted geometry.

Geometry as XYZ:
```
11
Properties=species:S:1:pos:R:3:mulliken_charge:R:1
C 1.502 -0.105 -0.805 -1.3039
C 0.054 0.021 -0.206 0.4637
N -0.514 1.106 -0.246 -0.3791
N -1.748 0.951 0.335 -0.1238
O -1.731 -0.365 0.946 -0.2550
C -0.634 -0.986 0.518 0.6398
O -0.405 -2.058 0.757 -0.4643
H 2.189 -0.584 -0.010 0.2713
H 1.964 0.856 -0.749 0.4117
H 1.349 -0.301 -1.615 0.5046
H -2.027 1.465 1.074 0.2349
```

LUMO level = 0.0257 Eh
frontier orbital gap = 0.396 Eh
relative energy (zero: lowest compared OMol25 entry of this formula, charge and spin) = 140.8 kcal/mol
net charge = 0
structure (SMILES) = Cc1n[nH]oc1=O


# 2
DFT (ωB97M-V/def2-TZVPD) results for the molecule C5H8O.

Geometry as XYZ:
```
14
Properties=species:S:1:pos:R:3:mulliken_charge:R:1
C 0.904 1.654 -1.162 -1.0867
C 0.568 0.394 -0.393 0.9046
O 1.504 -0.352 -0.011 -0.6384
C -0.760 0.096 -0.077 -0.7239
C -0.117 -1.749 0.727 -0.3509
C -1.029 -0.728 1.174 -0.2723
H 0.013 2.185 -1.507 0.3133
H 1.479 2.315 -0.505 0.2723
H 1.538 1.409 -2.018 0.2866
H -1.605 0.475 -0.645 0.3085
H 0.794 -2.013 1.244 0.2341
H -0.418 -2.388 -0.096 0.2709
H -2.076 -1.040 1.135 0.2667
H -0.796 -0.258 2.134 0.2151
```

LUMO level (spin up / spin down) = -0.0010 / -0.0010 Eh
frontier orbital gap (spin up / spin down) = 0.285 / 0.285 Eh
relative energy (zero: lowest compared OMol25 entry of this formula, charge and spin) = 78.4 kcal/mol
net charge = 0


# 3
DFT (ωB97M-V/def2-TZVPD) results for a structure of composition C18H38F2NO12 at a distorted geometry.

Geometry as XYZ:
```
71
Properties=species:S:1:pos:R:3:mulliken_charge:R:1
N 0.104 0.180 -0.629 0.6096
H 0.325 -0.248 -1.563 0.2976
H -0.710 -0.337 -0.393 -0.2465
H -0.142 1.309 -0.538 -0.1359
H 0.504 -0.205 0.142 0.3365
C 4.522 -0.812 3.090 -0.4948
C 5.280 0.319 2.474 0.2023
O 4.647 0.608 1.311 -0.3197
C 3.674 -0.281 1.057 0.7621
O 3.116 -0.481 -0.011 -0.5438
O 3.672 -1.157 2.075 -0.2987
F 6.488 -0.233 2.028 -0.3048
H 3.784 -0.817 4.105 0.2484
H 5.271 -1.594 3.508 0.2599
H 5.556 0.983 3.173 0.5041
C -1.498 -4.649 2.773 -0.5917
C -1.323 -5.602 1.561 0.3640
O -0.356 -4.868 0.931 -0.2615
C -0.209 -3.637 1.554 0.5869
O 0.567 -2.761 1.080 -0.6035
O -0.924 -3.460 2.493 -0.1370
F -2.406 -5.623 0.776 -0.2750
H -0.875 -5.106 3.571 0.3322
H -2.580 -4.596 3.141 0.3028
H -0.862 -6.648 1.779 0.2720
C -2.014 3.390 -0.998 -0.6238
O -2.320 2.013 -0.997 0.0083
C -3.495 1.627 -1.671 -0.6033
C -3.859 0.094 -1.153 -1.9437
O -3.013 -0.722 -1.410 -0.2523
C -3.213 -1.976 -0.840 -0.4867
C -2.289 -2.938 -1.699 -0.8520
O -1.010 -2.382 -1.914 0.0287
C -0.197 -3.243 -2.597 -0.7339
H -2.113 3.801 -2.121 0.2553
H -1.046 3.508 -0.972 0.0843
H -2.494 3.996 -0.152 0.2542
H -3.434 1.747 -2.790 0.3723
H -4.397 2.266 -1.271 0.3585
H -4.749 0.089 -1.340 1.2432
H -3.997 0.156 -0.188 0.7958
H -4.255 -2.409 -1.001 0.3475
H -2.762 -1.782 0.155 0.1901
H -2.897 -3.077 -2.575 0.5006
H -2.379 -3.960 -1.343 0.4502
H -0.303 -4.207 -2.133 0.3212
H 0.750 -2.701 -2.361 0.1786
H -0.310 -3.171 -3.761 0.1912
C 1.207 2.445 -3.956 -0.9524
O 1.324 2.458 -2.489 -0.1208
C 2.235 3.438 -1.980 -0.9519
C 2.530 3.073 -0.543 -0.3913
O 1.466 3.013 0.092 0.0592
C 1.569 2.848 1.560 -0.2661
C 0.084 2.717 2.110 -0.5952
O -0.372 1.346 1.987 -0.1919
C -1.851 1.195 2.038 -0.8058
H 1.062 3.579 -4.286 0.2970
H 0.399 2.000 -4.305 0.3611
H 2.127 2.104 -4.516 0.2927
H 1.595 4.475 -2.077 0.2736
H 3.109 3.450 -2.538 0.5456
H 3.220 3.934 0.030 0.3133
H 3.132 2.277 -0.544 0.2888
H 2.235 3.547 2.068 0.6041
H 2.001 1.863 1.711 -0.1839
H -0.608 3.411 1.602 0.2210
H 0.276 3.132 3.091 0.4169
H -2.133 -0.006 2.216 0.0388
H -2.356 1.597 1.314 0.4024
H -2.051 1.735 3.053 0.3948
```

LUMO level = -0.0641 Eh
frontier orbital gap = 0.382 Eh
relative energy (zero: lowest compared OMol25 entry of this formula, charge and spin) = 74.1 kcal/mol
net charge = +1